1.
Computed, not measured: an isolated molecule of H2N2O3Si in a non-equilibrium geometry, with ωB97M-V/def2-TZVPD.

Frontier orbital gap (spin up / spin down) ... 6.2 / 6.2 eV
HOMO level (spin up / spin down) ... -7.710 / -7.711 eV
Multiplicity ... 1
Structure (SMILES) ... O=NO[Si@@H]1NO1
Charge ... 0
Electronic energy ... -17026.8649 eV
E_LUMO (spin up / spin down) ... -1.5008 / -1.5006 eV
Energy relative to the best compared isomer or geometry (same formula, charge and spin) ... 35.0 kcal/mol

Atoms and positions in Å:
N1 -0.334 -1.822 0.091
N2 1.148 2.223 -0.254
O1 -0.549 -0.811 -0.940
O2 1.894 1.519 -0.827
O3 0.068 1.494 0.521
Si1 -0.765 0.124 0.403
H1 0.528 -2.671 -0.205
H2 -1.991 -0.057 1.210


2.
Computed, not measured: the ion H2N2O4P with charge -1 in a non-equilibrium geometry, with ωB97M-V/def2-TZVPD.

Frontier orbital gap ... 9.1 eV
HOMO level ... -4.999 eV
Multiplicity ... 1
Structure (SMILES) ... N[P@@](=O)([O-])[N+](=O)[O-]
Charge ... -1
Electronic energy ... -20492.5272 eV
E_LUMO ... 4.0582 eV
Energy relative to the best compared isomer or geometry (same formula, charge and spin) ... 32.2 kcal/mol

Atoms and positions in Å:
N1 1.447 -0.109 0.044
N2 -1.255 0.682 -0.084
O1 -0.787 1.786 -0.344
O2 -0.317 -1.399 -1.267
O3 -2.379 0.456 0.289
O4 -0.339 -1.501 1.373
P1 -0.049 -0.708 -0.033
H1 1.912 0.265 0.830
H2 1.766 0.529 -0.807


3.
Computed, not measured: a structure of composition H2N2O4S in a non-equilibrium geometry, with ωB97M-V/def2-TZVPD.

Frontier orbital gap (spin up / spin down) ... 4.9 / 4.9 eV
HOMO level (spin up / spin down) ... 2.025 / 1.940 eV
Multiplicity ... 1
Charge ... -2
Electronic energy ... -22028.9730 eV
E_LUMO (spin up / spin down) ... 6.8751 / 6.8315 eV
Energy relative to the best compared isomer or geometry (same formula, charge and spin) ... 136.0 kcal/mol

Atoms and positions in Å:
N1 -2.616 0.325 0.108
N2 2.251 0.364 0.065
O1 -2.298 -0.455 -0.882
O2 3.282 -0.400 -0.334
O3 -0.704 -0.105 1.051
O4 0.906 -0.174 -0.884
S1 -0.166 -0.979 -0.007
H1 -2.545 1.360 -0.191
H2 1.890 0.064 1.076


4.
Computed, not measured: an isolated molecule of H2N2O4S in a non-equilibrium geometry, with ωB97M-V/def2-TZVPD.

Frontier orbital gap ... 9.5 eV
HOMO level ... -9.757 eV
Multiplicity ... 1
Charge ... 0
Electronic energy ... -22029.8778 eV
E_LUMO ... -0.2211 eV
Energy relative to the best compared isomer or geometry (same formula, charge and spin) ... 122.5 kcal/mol

Atoms and positions in Å:
N1 0.109 -1.469 2.837
N2 0.945 -0.277 2.105
O1 -0.587 -1.989 2.041
O2 -1.390 -0.664 -0.818
O3 1.888 0.296 -0.101
O4 -0.633 0.021 0.192
S1 0.813 -0.643 0.567
H1 -2.001 -1.230 -0.418
H2 2.125 1.245 0.322


5.
Computed, not measured: a cluster of 2 separate species, H2N2OS in total in a non-equilibrium geometry, with ωB97M-V/def2-TZVPD.

Frontier orbital gap ... 10.1 eV
HOMO level ... -9.640 eV
Multiplicity ... 1
Structure (SMILES) ... N#[N+][S-].O
Charge ... 0
Electronic energy ... -15894.1092 eV
E_LUMO ... 0.4846 eV
Energy relative to the best compared isomer or geometry (same formula, charge and spin) ... 5.3 kcal/mol

Atoms and positions in Å:
N1 -1.143 -2.156 -1.291
N2 -0.365 -1.816 -0.522
O1 0.715 1.661 0.428
S1 0.644 -1.199 0.467
H1 0.128 2.034 1.090
H2 0.020 1.476 -0.172


6.
Computed, not measured: an isolated molecule of H2N2P2 in a non-equilibrium geometry, with ωB97M-V/def2-TZVPD.

Frontier orbital gap ... 8.2 eV
HOMO level ... -9.621 eV
Multiplicity ... 1
Structure (SMILES) ... [H]/P=N\[PH]#N
Charge ... 0
Electronic energy ... -21585.8674 eV
E_LUMO ... -1.4566 eV
Energy relative to the best compared isomer or geometry (same formula, charge and spin) ... 82.8 kcal/mol

Atoms and positions in Å:
N1 1.752 0.339 -0.961
N2 -0.821 -0.265 0.751
P1 1.052 -0.082 0.275
P2 -1.930 0.274 -0.187
H1 1.274 -0.854 1.563
H2 -1.327 0.588 -1.441